25
Properties=species:S:1:pos:R:3:nbo_charge:R:1 method="wB97M-V/def2-TZVPD" relative_energy_ev=8.6372 homo_energy_ev="-14.1 / -14.1" charge=+1 orbital_gap_ha="0.277 / 0.277" lumo_ev="-6.580 / -6.580"
C -1.817 -0.337 0.089 0.414
C -0.011 1.033 -0.062 0.278
C 2.322 1.508 -0.045 -0.623
C 1.389 -0.533 -1.330 -0.601
C 1.580 -0.582 1.235 -0.617
C -2.019 -1.697 0.346 -0.190
C 1.331 0.308 -0.032 -0.108
N -2.690 0.544 -0.149 -0.150
N -0.491 2.138 -0.290 0.288
O -0.539 3.278 -0.430 -0.141
O -2.469 1.773 -0.370 -0.390
O -3.309 -1.974 0.066 -0.676
H 2.139 2.157 0.901 0.230
H 3.301 0.952 -0.031 0.253
H 2.082 2.246 -0.863 0.230
H 0.383 -1.073 -1.497 0.210
H 2.193 -1.258 -1.198 0.243
H 1.493 0.295 -2.148 0.236
H 2.727 -0.934 1.138 0.246
H 1.103 -1.563 1.206 0.223
H 1.354 0.059 2.136 0.240
H -1.686 -1.926 1.326 0.236
H -1.102 -2.133 -0.312 0.207
H -3.577 0.182 -0.443 0.457
H -3.687 -2.464 0.756 0.506



96
Properties=species:S:1:pos:R:3:lowdin_charge:R:1 method="wB97M-V/def2-TZVPD" relative_energy_ev=0.0000 homo_energy_ev=-9.1 charge=0 orbital_gap_ha=0.263 lumo_ev=-1.915
C 1.022 -4.261 1.948 -0.088
C 1.824 -2.940 1.915 -0.129
B 1.389 -1.935 0.778 -0.425
O 1.061 -2.380 -0.501 0.114
C 1.308 -0.370 1.105 0.003
C 2.397 0.474 1.051 -0.126
C 3.735 -0.103 0.651 -0.062
C 3.869 -0.447 -0.860 -0.375
C 2.770 0.134 -1.745 -0.044
O 3.955 -1.860 -1.029 -0.027
C 2.207 1.864 1.372 -0.130
C 3.438 2.765 1.352 -0.156
C 3.269 4.063 2.105 -0.805
O 2.483 4.914 1.885 0.029
I 4.675 4.367 3.749 0.764
C 0.962 2.338 1.670 0.048
C -0.166 1.486 1.690 -0.184
N -1.391 2.024 1.969 0.224
C -2.364 1.167 1.937 -0.244
N -3.696 1.681 2.146 0.206
C -4.161 1.588 3.277 -0.294
O -4.738 1.406 4.267 0.190
C -2.213 -0.239 1.680 -0.214
C -3.404 -1.161 1.631 -0.079
C -3.770 -1.484 0.168 -0.342
O -3.950 -0.275 -0.543 -0.038
C -2.744 -2.454 -0.485 -0.216
N -2.396 -2.177 -1.878 0.023
N -1.028 -0.750 1.461 0.208
C 0.026 0.129 1.436 -0.151
H 0.512 -4.488 1.010 0.063
H 1.664 -5.108 2.188 0.071
H 0.257 -4.197 2.724 0.064
H 1.682 -2.437 2.872 0.082
H 2.902 -3.108 1.809 0.111
H 0.227 -2.866 -0.461 0.087
H 3.912 -0.994 1.254 0.124
H 4.556 0.575 0.872 0.102
H 4.806 -0.020 -1.233 0.136
H 1.795 -0.313 -1.551 0.065
H 2.700 1.222 -1.670 0.086
H 3.019 -0.092 -2.785 0.071
H 3.221 -2.136 -1.590 0.079
H 4.233 2.216 1.851 0.065
H 3.795 2.943 0.334 0.142
H 0.799 3.388 1.871 0.113
H -4.249 -0.791 2.203 0.113
H -3.089 -2.099 2.101 0.125
H -4.733 -1.999 0.196 0.140
H -3.063 0.042 -0.771 0.038
H -3.168 -3.460 -0.448 0.114
H -1.810 -2.492 0.075 0.077
H -3.241 -2.012 -2.410 0.075
H -1.817 -1.349 -1.944 0.042
C -2.561 -0.297 6.741 0.083
C -1.897 -0.344 7.905 -0.230
C -0.509 -0.919 8.006 -0.311
O 0.030 -0.908 9.096 0.112
C 0.106 -1.456 6.803 0.081
C -0.561 -1.410 5.643 -0.221
C -1.935 -0.814 5.541 -0.283
O -2.463 -0.800 4.442 0.102
O -0.067 -1.879 4.502 0.104
O -2.402 0.107 9.045 0.122
H -3.557 0.115 6.654 0.133
H 1.096 -1.880 6.888 0.137
H -0.742 -1.715 3.811 0.102
H -1.716 -0.045 9.724 0.122
C -0.181 2.302 -2.500 0.068
C 0.306 3.407 -3.084 -0.217
C -0.581 4.366 -3.836 -0.305
O -0.061 5.353 -4.319 0.117
C -1.996 4.056 -3.947 0.084
C -2.480 2.949 -3.369 -0.227
C -1.592 2.012 -2.598 -0.295
O -2.114 1.027 -2.097 0.069
O -3.760 2.600 -3.428 0.131
O 1.588 3.738 -3.045 0.124
H 0.446 1.607 -1.959 0.113
H -2.621 4.741 -4.502 0.139
H -3.851 1.769 -2.923 0.125
H 1.666 4.578 -3.538 0.124
C 2.160 -0.895 -5.679 0.081
C 2.178 -1.185 -6.987 -0.231
C 0.958 -1.023 -7.855 -0.311
O 1.066 -1.291 -9.037 0.113
C -0.274 -0.564 -7.237 0.080
C -0.291 -0.280 -5.929 -0.222
C 0.936 -0.413 -5.068 -0.284
O 0.834 -0.106 -3.894 0.092
O -1.379 0.135 -5.287 0.116
O 3.259 -1.630 -7.615 0.121
H 3.032 -1.003 -5.048 0.130
H -1.150 -0.469 -7.864 0.137
H -1.108 0.246 -4.355 0.087
H 2.997 -1.756 -8.548 0.122



19
Properties=species:S:1:pos:R:3:nbo_charge:R:1 method="wB97M-V/def2-TZVPD" relative_energy_ev=3.0503 homo_energy_ev=-7.9 charge=0 smiles="C=C([O-])[NH2+]CC(N)N" orbital_gap_ha=0.318 lumo_ev=0.720
C 2.337 -1.778 -1.335 -0.849
C 2.001 -1.182 -0.139 0.629
O 2.068 -1.345 1.046 -0.616
N 0.673 -0.245 -0.638 -0.712
C -0.462 -0.349 0.269 -0.255
C -1.379 0.882 0.177 0.099
N -2.477 0.861 1.141 -0.841
N -0.548 2.066 0.312 -0.854
H 3.078 -2.565 -1.307 0.226
H 2.438 -1.175 -2.227 0.211
H 0.951 0.734 -0.717 0.430
H 0.740 -0.953 -1.557 0.467
H -0.064 -0.438 1.290 0.220
H -1.022 -1.262 0.052 0.211
H -1.831 0.917 -0.821 0.178
H -3.139 0.122 0.934 0.363
H -2.124 0.711 2.082 0.355
H -1.108 2.903 0.200 0.379
H -0.129 2.096 1.238 0.359



68
Properties=species:S:1:pos:R:3:nbo_charge:R:1 method="wB97M-V/def2-TZVPD" relative_energy_ev=0.3419 homo_energy_ev="-3.4 / -3.4" spin_multiplicity=4 charge=-1 orbital_gap_ha="0.185 / 0.185" s2=3.75 lumo_ev="1.593 / 1.593"
V 0.349 0.541 -0.640 1.268
P 2.947 1.181 -2.509 2.603
F 2.759 2.749 -2.019 -0.566
F 4.570 1.271 -2.131 -0.584
F 2.669 0.729 -0.984 -0.566
F 3.169 -0.334 -3.004 -0.578
F 1.346 1.114 -2.790 -0.577
F 3.286 1.714 -4.011 -0.576
C -1.197 4.366 2.826 -0.476
C -0.828 3.261 2.252 0.326
C 0.526 3.128 1.547 0.469
O 0.901 2.083 0.902 -0.844
C 1.447 4.169 1.547 -0.502
C 1.148 5.423 2.239 0.423
C -0.246 5.532 2.969 0.453
O -0.473 6.587 3.593 -0.604
O 1.888 6.462 2.336 -0.623
O -1.690 2.298 2.274 -0.821
H -2.166 4.521 3.278 0.202
H 2.450 4.164 1.147 0.216
C -1.217 -4.173 0.474 -0.244
O -1.223 -2.785 0.578 -0.563
C -2.512 -2.172 0.617 -0.059
C -2.233 -0.756 1.141 -0.259
N -1.740 0.253 0.191 -0.716
C -2.675 0.574 -0.866 -0.229
C -2.254 1.925 -1.404 -0.077
O -0.882 2.084 -1.567 -0.580
C -0.601 3.214 -2.414 -0.244
H -1.643 -4.508 -0.472 0.165
H -1.822 -4.668 1.234 0.168
H -0.233 -4.616 0.624 0.191
H -3.153 -2.793 1.242 0.182
H -2.956 -2.144 -0.378 0.166
H -1.541 -0.838 1.979 0.245
H -3.052 -0.301 1.700 0.215
H -1.955 1.047 0.777 0.460
H -3.691 0.591 -0.473 0.193
H -2.659 -0.264 -1.564 0.182
H -2.636 2.682 -0.719 0.210
H -2.864 2.072 -2.295 0.178
H 0.451 3.492 -2.346 0.247
H -1.176 4.117 -2.209 0.196
H -0.831 2.900 -3.432 0.168
C -0.733 -0.844 -3.407 -0.260
O 0.104 -1.027 -2.201 -0.592
C 0.729 -2.312 -2.201 -0.062
C 1.516 -2.346 -0.893 -0.244
N 1.022 -1.464 0.182 -0.710
C 2.059 -1.412 1.224 -0.241
C 1.952 -2.612 2.263 -0.078
O 0.640 -2.921 2.771 -0.548
C 0.543 -4.290 3.202 -0.252
H -0.925 0.229 -3.394 0.223
H -1.546 -1.556 -3.550 0.188
H -0.150 -0.869 -4.327 0.197
H 1.436 -2.342 -3.030 0.208
H -0.020 -3.104 -2.182 0.169
H 2.488 -1.916 -1.135 0.226
H 1.557 -3.395 -0.603 0.181
H 0.316 -2.011 0.653 0.429
H 1.875 -0.494 1.783 0.234
H 3.049 -1.279 0.787 0.223
H 2.608 -2.404 3.108 0.187
H 2.322 -3.458 1.685 0.152
H -0.493 -4.551 3.421 0.189
H 1.070 -4.468 4.139 0.178
H 0.824 -5.045 2.468 0.161



86
Properties=species:S:1:pos:R:3:lowdin_charge:R:1 method="wB97M-V/def2-TZVPD" relative_energy_ev=0.8411 homo_energy_ev=-11.1 charge=+1 orbital_gap_ha=0.263 lumo_ev=-3.935
Pb 2.881 0.040 0.426 1.263
F 2.016 -6.044 -3.499 0.155
C 1.794 -5.089 -2.608 -0.128
C 2.039 -3.767 -2.927 -0.135
F 2.517 -3.440 -4.126 0.135
C 1.788 -2.786 -1.988 -0.233
F 2.061 -1.512 -2.341 0.010
C 1.320 -3.060 -0.714 -0.490
S 0.989 -1.820 0.491 0.576
C 1.106 -4.403 -0.418 -0.244
F 0.669 -4.759 0.791 0.092
C 1.325 -5.406 -1.345 -0.132
F 1.090 -6.673 -1.027 0.147
C 3.549 -0.155 3.472 -0.092
C 2.127 0.408 3.398 -0.738
C 1.159 -0.653 3.918 -0.049
C 2.051 1.661 4.267 -0.030
O 1.770 0.776 2.065 -0.483
H 3.804 -0.428 4.497 0.098
H 4.279 0.586 3.130 0.081
H 3.645 -1.067 2.868 0.056
H 1.311 -0.848 4.982 0.102
H 1.296 -1.588 3.373 0.053
H 0.129 -0.316 3.770 0.039
H 2.298 1.429 5.306 0.094
H 1.048 2.090 4.236 0.062
H 2.754 2.413 3.903 0.093
C -4.041 -2.393 2.216 -0.214
Si -2.250 -2.567 1.707 0.324
C -1.250 -3.268 3.099 -0.207
C -2.176 -3.596 0.149 -0.199
Si -1.649 -0.359 1.110 0.710
Si -2.075 0.180 -1.137 0.340
C -1.068 -0.710 -2.420 -0.195
C -3.885 -0.278 -1.294 -0.205
C -1.875 2.015 -1.404 -0.204
Si -1.938 1.552 2.462 0.353
C -1.992 1.150 4.285 -0.205
C -3.697 2.007 1.992 -0.207
C -0.752 2.922 2.069 -0.193
H -4.482 -3.390 2.313 0.044
H -4.628 -1.845 1.472 0.024
H -4.152 -1.885 3.178 0.033
H -1.723 -4.189 3.451 0.049
H -1.187 -2.574 3.940 0.029
H -0.236 -3.505 2.774 0.007
H -1.962 -4.638 0.401 0.046
H -1.396 -3.253 -0.533 -0.008
H -3.132 -3.562 -0.379 0.039
H -1.104 -1.796 -2.299 0.027
H -0.023 -0.400 -2.362 0.005
H -1.454 -0.466 -3.414 0.049
H -4.022 -1.363 -1.311 0.028
H -4.294 0.130 -2.222 0.044
H -4.483 0.120 -0.468 0.024
H -0.851 2.320 -1.174 0.011
H -2.547 2.604 -0.776 0.019
H -2.095 2.260 -2.447 0.044
H -2.372 0.143 4.476 0.032
H -2.668 1.858 4.772 0.045
H -1.016 1.233 4.765 0.017
H -4.403 1.209 2.245 0.038
H -3.833 2.253 0.937 0.012
H -3.973 2.888 2.580 0.049
H 0.269 2.539 2.005 0.008
H -0.799 3.674 2.862 0.049
H -1.001 3.407 1.122 0.027
O 1.873 1.669 -1.029 -0.198
C 2.026 2.108 -2.194 -0.450
C 1.774 3.577 -2.438 -0.086
C 2.551 4.217 -3.588 -0.182
C 1.924 3.961 -4.959 -0.195
C 1.465 2.514 -5.130 -0.178
C 2.501 1.518 -4.624 -0.139
N 2.432 1.295 -3.169 0.117
H 2.017 4.056 -1.490 0.130
H 0.698 3.710 -2.580 0.127
H 3.583 3.859 -3.567 0.118
H 2.593 5.292 -3.412 0.117
H 2.655 4.205 -5.732 0.117
H 1.071 4.628 -5.107 0.117
H 1.268 2.314 -6.183 0.118
H 0.529 2.337 -4.592 0.112
H 3.507 1.841 -4.902 0.127
H 2.334 0.543 -5.076 0.125
H 2.596 0.345 -2.872 0.108



17
Properties=species:S:1:pos:R:3:nbo_charge:R:1 method="wB97M-V/def2-TZVPD" relative_energy_ev=2.2340 homo_energy_ev=-9.8 charge=0 smiles="C=CCO.CC=O" orbital_gap_ha=0.391 lumo_ev=0.894
C 0.512 1.746 0.412 -0.429
C 0.274 1.428 -0.858 -0.184
C -1.093 1.165 -1.436 -0.104
O -1.122 0.066 -2.311 -0.727
H -0.296 1.836 1.138 0.188
H 1.514 1.967 0.771 0.203
H 1.096 1.349 -1.569 0.207
H -1.824 1.067 -0.613 0.150
H -1.405 2.030 -2.034 0.191
H -0.742 -0.696 -1.840 0.490
C 0.810 -1.873 1.694 -0.726
C -0.040 -1.494 0.526 0.468
O 0.217 -1.782 -0.622 -0.553
H 1.032 -0.992 2.308 0.238
H 1.732 -2.320 1.334 0.236
H 0.273 -2.594 2.317 0.241
H -0.938 -0.902 0.782 0.112